A molecular structure, C69H146N7O18 in a non-equilibrium geometry. Source: the Open Molecules 2025 dataset; level of theory: wB97M-V/def2-TZVPD.

The geometry in XYZ format:
```
240
C69H146N7O18 (wB97M-V/def2-TZVPD)
C 0.4360 8.4539 7.5783
C 0.2318 7.2294 6.6500
C -0.4230 5.9524 7.4346
N -0.6027 4.7471 6.4051
C -1.0819 3.5495 7.3128
C -1.0305 2.1619 6.6212
C 0.4028 1.8328 6.0989
C 0.7861 2.9466 5.0214
C 0.6817 4.2552 5.7953
C -1.6194 5.0293 5.2491
H -0.5301 8.9358 7.7287
H 0.8802 9.2871 7.0338
H 0.9910 8.2769 8.4996
H 1.2645 6.9995 6.3877
H -0.3133 7.5123 5.7495
H -1.4277 6.2304 7.7530
H 0.0922 5.7439 8.3723
H -0.4568 3.5537 8.2057
H -2.0193 3.8221 7.7977
H -1.3630 1.3434 7.2596
H -1.7072 2.0855 5.7701
H 1.1467 1.7122 6.8864
H 0.5642 0.9047 5.5504
H 1.8214 2.8559 4.6928
H 0.1604 3.0199 4.1319
H 1.3095 4.1827 6.6834
H 1.1769 5.0042 5.1773
H -2.3046 5.8720 5.3403
H -2.3577 4.2312 5.1716
H -0.9917 5.0833 4.3596
C -0.6571 0.8740 -6.0215
C -1.6112 -0.4072 -6.0780
C -1.1910 -1.3180 -7.2150
N -2.0241 -2.6619 -7.3290
C -3.5153 -2.3494 -7.6345
C -3.7330 -1.9148 -9.1059
C -3.1975 -2.8712 -10.1281
C -1.6667 -3.0364 -9.8470
C -1.4198 -3.5369 -8.4500
C -1.9420 -3.4724 -5.9866
H -1.0787 1.8187 -6.3648
H 0.3429 0.7826 -6.4455
H -0.5867 1.0419 -4.9468
H -2.6470 -0.1305 -6.2748
H -1.7319 -0.9578 -5.1450
H -0.1280 -1.5261 -7.0929
H -1.2348 -0.8605 -8.2034
H -3.9248 -1.4876 -7.1075
H -4.0300 -3.2890 -7.4341
H -3.1885 -0.9797 -9.2370
H -4.7200 -1.5404 -9.3776
H -3.1450 -2.5709 -11.1746
H -3.6949 -3.8304 -9.9847
H -1.1364 -2.0959 -9.9971
H -1.2082 -3.7218 -10.5597
H -0.3597 -3.3884 -8.2446
H -1.7722 -4.5679 -8.4181
H -2.4149 -2.8737 -5.2081
H -0.9162 -3.7752 -5.7764
H -2.4768 -4.4222 -5.9954
C 0.5151 -6.7289 6.5811
C 0.7901 -5.7141 5.4447
C 0.0517 -4.3416 5.5002
N 0.9296 -3.2193 4.7224
C 1.5146 -3.6781 3.3380
C 0.4331 -3.9081 2.2551
C -0.3656 -2.5339 2.0160
C -0.9579 -2.0538 3.3356
C 0.0747 -1.9601 4.5606
C 2.1102 -2.7935 5.6284
H -0.5555 -6.9207 6.6535
H 0.9567 -6.5794 7.5664
H 0.7418 -7.6630 6.0672
H 0.5724 -6.1175 4.4558
H 1.8157 -5.4006 5.6398
H -0.1437 -3.9715 6.5066
H -0.9334 -4.4067 5.0382
H 2.1514 -4.5581 3.4287
H 2.2247 -2.8735 3.1468
H -0.1460 -4.7520 2.6301
H 1.0100 -4.2726 1.4051
H -1.1175 -2.6280 1.2326
H 0.3059 -1.7063 1.7872
H -1.8036 -2.6935 3.5877
H -1.5288 -1.1703 3.0501
H -0.4475 -1.8910 5.5148
H 0.7630 -1.1883 4.2161
H 2.7096 -1.9273 5.3484
H 2.7536 -3.6696 5.7094
H 1.6494 -2.7814 6.6161
C 2.0424 1.3603 -2.6671
C 1.0717 1.2087 -1.4435
C -0.2468 2.0106 -1.7093
N -1.2896 1.8250 -0.5063
C -2.3616 2.9206 -0.7107
C -1.7967 4.3400 -0.5064
C -1.0052 4.4393 0.9267
C 0.0322 3.3351 1.1395
C -0.5779 1.9141 0.8563
C -1.9944 0.4646 -0.5254
H 2.8883 0.7059 -2.4570
H 2.4711 2.3299 -2.9207
H 1.7435 1.0832 -3.6780
H 1.5702 1.4491 -0.5044
H 0.8453 0.1609 -1.2461
H -0.7952 1.7292 -2.6083
H 0.1320 3.0272 -1.8148
H -2.5997 2.7529 -1.7611
H -3.1825 2.7777 -0.0081
H -1.1888 4.7554 -1.3102
H -2.6247 5.0388 -0.3882
H -0.5121 5.4113 0.9118
H -1.7519 4.3663 1.7174
H 0.7963 3.6530 0.4302
H 0.3714 3.3399 2.1754
H 0.1083 1.0672 0.8562
H -1.3321 1.7294 1.6212
H -2.5162 0.2789 0.4134
H -1.2091 -0.2910 -0.5025
H -2.6242 0.3407 -1.4064
C -4.1426 -2.5460 0.3883
C -4.8516 -3.6764 1.1198
C -5.3642 -3.0737 2.4063
N -6.4485 -3.9433 3.1585
C -7.5823 -4.3858 2.1845
C -8.3496 -3.1246 1.6850
C -8.7653 -2.1189 2.7135
C -7.7995 -1.8836 3.8931
C -7.0795 -3.1072 4.3442
C -5.7094 -5.1534 3.7370
H -4.7137 -1.7583 -0.1031
H -3.5313 -3.0196 -0.3799
H -3.3726 -2.0521 0.9811
H -4.2221 -4.5568 1.2495
H -5.6469 -4.0698 0.4867
H -5.8924 -2.1507 2.1669
H -4.6013 -2.9374 3.1727
H -7.2601 -5.0042 1.3467
H -8.2156 -5.0780 2.7395
H -7.7678 -2.5198 0.9894
H -9.2036 -3.4809 1.1091
H -9.1785 -1.2162 2.2635
H -9.5887 -2.6924 3.1391
H -7.1422 -1.0242 3.7611
H -8.2936 -1.4697 4.7721
H -6.3032 -2.8812 5.0752
H -7.8653 -3.7044 4.8066
H -4.7808 -4.8498 4.2204
H -5.4598 -5.8931 2.9764
H -6.4192 -5.6216 4.4190
C 2.0075 -3.5364 -6.2787
C 2.1505 -3.0855 -4.7917
C 3.6320 -3.5015 -4.2555
N 3.9383 -3.4158 -2.7679
C 3.5898 -1.9896 -2.2341
C 3.7887 -1.9861 -0.6400
C 2.9940 -3.0846 0.1308
C 3.0737 -4.5137 -0.6221
C 3.0646 -4.4903 -2.0723
C 5.4100 -3.6508 -2.4517
H 1.7734 -4.6008 -6.2975
H 2.9341 -3.2486 -6.7754
H 1.1874 -3.0617 -6.8173
H 1.2687 -3.4240 -4.2478
H 1.9996 -2.0070 -4.7445
H 4.3247 -2.7809 -4.6903
H 3.8655 -4.5474 -4.4548
H 2.5383 -1.7125 -2.3091
H 4.2451 -1.3441 -2.8189
H 3.4366 -0.9790 -0.4169
H 4.7701 -1.7198 -0.2474
H 1.9570 -2.7519 0.1751
H 3.4231 -3.2045 1.1256
H 2.3106 -5.2045 -0.2638
H 4.0131 -4.9405 -0.2708
H 2.0317 -4.2156 -2.2865
H 3.4881 -5.4883 -2.1846
H 5.6179 -3.4075 -1.4097
H 6.0536 -3.0071 -3.0512
H 5.7956 -4.6589 -2.6042
C 6.7982 -0.2949 -2.0215
C 6.3567 1.1334 -1.9403
C 6.4237 1.8710 -0.6566
N 5.9390 3.3424 -0.6143
C 4.6459 3.3923 -1.4656
C 3.9093 4.8376 -1.4880
C 3.7281 5.2723 -0.0201
C 4.9262 5.1556 0.8995
C 5.6613 3.8562 0.7875
C 7.0738 4.2504 -1.2084
H 6.3085 -0.7069 -2.9039
H 6.4828 -0.8632 -1.1465
H 7.8245 -0.4179 -2.3675
H 5.3238 1.1017 -2.2870
H 7.1059 1.5622 -2.6058
H 7.3228 1.8371 -0.0412
H 5.7046 1.3748 -0.0049
H 4.0151 2.5707 -1.1261
H 4.8361 3.1242 -2.5049
H 2.8797 4.6438 -1.7887
H 4.4505 5.5915 -2.0596
H 3.0404 4.5527 0.4242
H 3.3035 6.2762 -0.0153
H 4.4924 5.3221 1.8855
H 5.5339 6.0509 0.7683
H 4.9375 3.1289 1.1553
H 6.5473 3.8659 1.4223
H 6.6146 5.2387 -1.2316
H 7.3397 3.8709 -2.1950
H 7.8521 4.5701 -0.5155
O -0.2031 -1.4251 -2.8743
C -1.0399 -2.2367 -2.1851
O -2.2302 -2.1731 -2.3558
O -0.4942 -3.1850 -1.5184
H -1.0134 -1.1127 -3.2836
O 4.3151 0.3206 -7.0483
C 4.6873 0.3083 -5.7713
O 4.1837 1.2726 -5.2557
O 5.4706 -0.4903 -5.2257
H 3.8252 0.9614 -6.5278
O -1.3119 6.8482 -3.5107
C -0.2452 7.2313 -2.8616
O -0.2212 8.4416 -2.4172
O 0.5847 6.3472 -2.4839
H -0.7076 6.1143 -3.6445
O 4.0409 -0.8426 2.2165
C 3.3797 0.2650 2.4202
O 2.6840 0.3017 3.4649
O 3.4176 1.1506 1.5506
H 4.0660 -1.0369 3.1563
O -3.5261 4.5992 -3.1047
C -3.5580 4.6221 -4.4447
O -2.5687 4.2085 -5.1655
O -4.6780 4.9767 -4.8995
H -4.1571 5.3226 -3.1131
O -4.4306 2.5118 4.6059
C -4.0491 2.8890 3.3779
O -4.1100 4.0900 3.0998
O -3.6293 2.0162 2.6244
H -4.2361 1.5776 4.5011
```

Calculated values
- Total charge: +1
- Orbital gap: 2.8 eV
- Electronic energy: -4453.4858 Eh